The following is a DFT calculation (ωB97M-V with the def2-TZVPD basis set) of a 17-piece molecular cluster, C46H131N6O20 overall in a non-equilibrium geometry.

## Properties
Charge   -1
Strongest force on any atom   3.1 eV/Å
E_HOMO   -0.2227 Ha
HOMO-LUMO gap   8.12 eV

CARTESIAN COORDINATES (ANGSTROEM)
C1 0.7360 0.2599 0.6802
C2 -0.1070 -0.8586 0.0316
O1 -0.2931 -2.0329 0.7259
H1 0.1348 0.8287 1.3895
H2 1.0225 0.9155 -0.1422
H3 1.6094 -0.0510 1.2534
H4 0.2618 -1.0618 -0.9738
H5 -1.0820 -0.4622 -0.2515
C3 2.5114 -1.1202 4.3802
C4 1.7420 0.1631 4.0966
O2 1.2662 0.8574 5.2727
H6 1.9580 -1.8800 4.9320
H7 3.4696 -0.8790 4.8405
H8 2.7180 -1.6411 3.4453
H9 0.8875 -0.1314 3.4873
H10 2.4287 0.8452 3.5952
H11 0.8998 1.6952 4.9803
C5 -0.6805 1.5590 -4.6462
C6 -0.2181 1.5433 -3.1900
O3 -0.0049 2.8348 -2.7718
H12 -1.4428 2.3069 -4.8644
H13 -1.2230 0.6268 -4.8033
H14 0.0578 1.7583 -5.4230
H15 0.7396 1.0252 -3.1397
H16 -0.9447 1.1492 -2.4795
H17 0.8829 3.0239 -2.4591
C7 5.0716 -2.4921 -1.3080
C8 5.4261 -2.0482 0.1577
O4 4.3951 -1.1875 0.4990
H18 4.1756 -3.1059 -1.2161
H19 5.8045 -3.0052 -1.9307
H20 4.7631 -1.6245 -1.8912
H21 6.4257 -1.6195 0.2288
H22 5.2757 -2.8601 0.8692
H23 3.5684 -1.6702 0.4282
C9 -3.3551 -7.1968 4.4989
C10 -2.9916 -5.7684 3.9764
O5 -1.6130 -5.7143 4.1590
H24 -2.8738 -7.9380 3.8610
H25 -4.4393 -7.2745 4.4177
H26 -3.0172 -7.3558 5.5229
H27 -3.5801 -5.0053 4.4856
H28 -3.1857 -5.7012 2.9059
H29 -1.2721 -5.0628 3.5418
C11 -3.5512 -1.3421 -3.5097
C12 -4.6408 -0.2893 -3.6650
O6 -5.8288 -0.8284 -3.2477
H30 -3.6467 -2.1782 -4.2025
H31 -3.6018 -1.8024 -2.5229
H32 -2.5769 -0.8647 -3.6144
H33 -4.7689 -0.0302 -4.7160
H34 -4.4215 0.6034 -3.0793
H35 -6.2694 -1.2192 -4.0058
C13 -2.8013 2.1223 0.3728
C14 -1.8490 3.3353 0.0971
O7 -2.0756 3.8021 -1.2155
H36 -2.8824 1.6645 -0.6131
H37 -3.7548 2.5560 0.6742
H38 -2.5107 1.5109 1.2271
H39 -0.8151 2.9969 0.1646
H40 -2.0364 4.1138 0.8366
H41 -1.3312 3.7224 -1.8165
C15 2.0029 4.0992 2.0467
C16 0.8572 4.9002 1.5130
O8 1.1239 6.2900 1.6669
H42 2.3060 4.3246 3.0691
H43 2.8997 4.3358 1.4741
H44 1.9028 3.0138 2.0383
H45 -0.0229 4.7088 2.1269
H46 0.5117 4.6870 0.5015
H47 0.2928 6.7621 1.7567
C17 1.4383 -4.8287 2.4513
C18 2.2165 -4.5253 1.1803
O9 2.3878 -3.1485 0.9334
O10 0.0623 -4.4517 2.2626
H48 1.8914 -4.3260 3.3058
H49 1.5281 -5.8539 2.8106
H50 1.7177 -4.9960 0.3331
H51 3.2405 -4.8937 1.2418
H52 1.5162 -2.7538 0.8559
H53 -0.0115 -3.5745 1.8797
C19 -2.1605 -4.3830 -1.4316
C20 -2.8606 -4.3646 -0.1147
O11 -3.0299 -3.0230 0.3576
O12 -0.7956 -3.9631 -1.3384
H54 -2.6030 -3.7237 -2.1783
H55 -2.1844 -5.3849 -1.8604
H56 -2.2692 -4.8151 0.6825
H57 -3.8485 -4.8225 -0.1637
H58 -2.1794 -2.6337 0.5738
H59 -0.7596 -3.2041 -0.7517
C21 5.1540 1.9164 0.2572
C22 5.2037 1.8278 1.8118
O13 5.6454 0.5826 2.3023
O14 3.9204 1.3287 -0.2289
H60 5.9441 1.3053 -0.1790
H61 5.3143 2.9264 -0.1200
H62 4.2885 2.0795 2.3477
H63 5.9119 2.6122 2.0788
H64 5.0585 -0.1002 1.9693
H65 3.9701 0.3843 -0.0634
C23 0.2403 -1.7886 -4.1369
C24 0.8077 -3.1556 -4.3963
C25 2.0420 -3.4611 -3.4946
O15 2.6145 -4.7150 -3.8822
C26 3.8124 -5.0439 -3.1608
N1 -0.2659 -4.0497 -4.2090
H66 0.9736 -0.9867 -4.2223
H67 -0.0235 -1.6193 -3.0929
H68 -0.6499 -1.4984 -4.6950
H69 1.1463 -3.3499 -5.4140
H70 1.5471 -3.4447 -2.5235
H71 2.7905 -2.6696 -3.4584
H72 3.5891 -4.9957 -2.0950
H73 4.5123 -4.2265 -3.3346
H74 4.2146 -6.0151 -3.4488
H75 -0.5512 -3.9488 -3.2454
H76 0.0165 -5.0135 -4.3152
C27 -1.2846 -2.3174 4.6600
C28 -2.4784 -1.9681 3.7260
C29 -3.8054 -1.4861 4.3402
O16 -4.4072 -2.4372 5.1353
C30 -5.6074 -1.8918 5.8258
N2 -2.0018 -0.8925 2.8664
H77 -1.6154 -3.2151 5.1822
H78 -1.0781 -1.5391 5.3947
H79 -0.3477 -2.5567 4.1570
H80 -2.7266 -2.9068 3.2307
H81 -4.4986 -1.1719 3.5599
H82 -3.5642 -0.6233 4.9610
H83 -5.3910 -0.8682 6.1315
H84 -5.8556 -2.3321 6.7915
H85 -6.4507 -1.9001 5.1352
H86 -1.3569 -1.3048 2.2075
H87 -2.7797 -0.5783 2.3041
C31 -3.4375 2.5062 3.9016
C32 -1.9194 2.2930 4.0878
C33 -1.2183 3.5578 4.7149
O17 0.1904 3.3432 4.8093
C34 0.7655 4.3580 5.6149
N3 -1.7451 1.0936 4.9006
H88 -3.5929 3.2302 3.1017
H89 -3.9658 2.9319 4.7547
H90 -3.9183 1.5922 3.5531
H91 -1.4655 1.9629 3.1534
H92 -1.5787 3.7560 5.7243
H93 -1.3947 4.4691 4.1433
H94 0.7390 5.2704 5.0192
H95 1.8256 4.1365 5.7379
H96 0.2686 4.3382 6.5848
H97 -0.7657 1.0854 5.1470
H98 -1.7751 0.2922 4.2868
C35 4.2507 4.4135 -2.6913
C36 3.1997 4.7230 -1.6411
C37 2.3688 5.9696 -2.0092
O18 3.1799 7.1429 -2.1681
C38 2.3868 8.2832 -2.5421
N4 2.4465 3.4489 -1.4641
H99 4.7788 5.3500 -2.8703
H100 3.7106 4.3047 -3.6318
H101 4.7718 3.4633 -2.5739
H102 3.7358 4.8906 -0.7070
H103 1.5871 6.0922 -1.2595
H104 1.7946 5.7901 -2.9182
H105 1.7209 8.6951 -1.7837
H106 1.7670 8.0490 -3.4076
H107 3.0887 9.1065 -2.6743
H108 2.1335 3.3547 -0.5084
H109 3.1408 2.7313 -1.3117
C39 -5.2801 -0.0166 0.6730
C40 -6.3314 -1.1110 0.3624
C41 -7.6727 -0.5009 -0.1910
O19 -8.4554 0.0593 0.8634
C42 -9.7031 0.5333 0.3963
N5 -5.7124 -2.0310 -0.5639
H110 -4.3052 -0.2952 1.0731
H111 -5.7034 0.5344 1.5129
H112 -5.1149 0.6583 -0.1668
H113 -6.5310 -1.6925 1.2625
H114 -8.2759 -1.2845 -0.6497
H115 -7.5009 0.2000 -1.0079
H116 -10.2665 -0.0977 -0.2911
H117 -9.4772 1.4108 -0.2096
H118 -10.4593 0.8207 1.1269
H119 -5.5926 -1.5782 -1.4588
H120 -4.7681 -2.1815 -0.2389
C43 5.2077 1.3422 -8.1461
C44 5.8833 2.1747 -6.9886
C45 5.0679 2.1064 -5.6234
O20 4.9923 0.7098 -5.2121
C46 4.1827 0.4757 -4.0903
N6 7.2303 1.5911 -6.7712
H121 4.1972 1.7067 -8.3305
H122 5.0471 0.3251 -7.7887
H123 5.7554 1.2503 -9.0841
H124 6.0553 3.1986 -7.3205
H125 4.0953 2.5973 -5.6591
H126 5.6450 2.6293 -4.8608
H127 3.2889 1.0964 -4.0269
H128 4.8566 0.6624 -3.2543
H129 4.0698 -0.6081 -4.0605
H130 7.1024 0.5960 -6.6545
H131 7.7053 1.8334 -5.9134

Force components x, y, z for each atom (eV/Å):
-0.73 -0.14 -0.26
-0.16 -0.10 -0.17
0.27 -0.90 0.57
-0.15 0.11 0.06
0.28 0.31 0.13
0.17 -0.37 -0.33
0.90 -0.14 -0.41
-0.56 0.75 0.26
0.10 0.15 0.10
-0.29 -0.19 0.61
0.83 -1.31 -0.05
-0.10 0.36 0.49
-0.04 -0.26 0.27
0.12 0.30 -0.37
-0.09 0.40 -0.31
-0.14 0.01 -0.56
0.04 0.50 -0.12
-1.27 -0.44 0.08
0.49 0.12 -0.89
-0.46 2.40 0.26
-0.11 0.33 0.62
0.36 -0.25 -0.54
0.46 -0.45 0.35
-0.14 -0.60 0.24
-0.17 -0.78 -0.38
0.93 -0.09 0.38
0.04 -0.01 0.63
-0.39 -1.72 -1.85
-0.28 2.20 0.71
0.08 -0.12 -0.13
0.27 -0.19 0.49
0.12 0.30 0.18
-0.32 0.39 0.28
0.89 -0.57 -0.23
-0.49 -0.65 0.30
-0.52 1.21 -0.82
-0.21 -2.20 0.33
0.67 0.69 0.39
-0.07 0.00 0.00
-0.10 -0.46 0.23
-0.10 0.22 0.00
0.18 0.25 0.23
-0.46 -0.03 -0.16
0.69 0.23 -0.19
0.38 0.35 0.20
1.50 -0.36 -0.83
-2.42 -0.37 0.55
-0.01 0.19 -0.31
0.02 0.28 0.20
0.16 -0.25 -0.08
0.48 0.50 -0.14
0.02 0.04 0.00
-0.10 -0.13 0.20
0.32 1.89 -0.12
0.04 -1.47 -0.24
-1.28 0.86 0.29
-0.14 -0.68 0.43
-0.31 -0.17 -0.34
0.38 -0.32 -0.42
0.16 -0.01 0.27
0.11 0.25 -0.06
0.66 -0.53 0.10
1.33 -0.20 -0.24
-1.44 0.24 1.14
0.64 0.40 -0.16
-0.54 0.38 0.13
0.18 -0.05 -0.27
-0.49 -0.03 -0.35
-0.18 -0.44 0.13
0.59 -0.21 -0.26
-0.02 -0.08 -0.09
-0.27 0.82 -0.04
0.56 -0.57 0.13
0.55 0.27 0.14
0.45 -1.23 0.73
-0.02 0.80 0.01
-0.54 -0.39 -0.77
-0.11 -0.13 -0.10
-0.01 -0.42 0.13
-1.30 0.71 -0.22
0.12 0.83 -0.42
0.74 0.04 -0.65
0.15 1.06 1.02
-1.23 0.08 -0.42
-0.23 -0.99 -0.22
-0.71 0.01 0.17
0.20 -0.18 0.06
0.17 -0.86 -0.34
-0.01 0.06 -0.06
1.02 0.19 0.18
0.37 0.74 0.88
-1.17 -1.66 0.81
0.64 0.58 -0.75
0.66 0.27 0.08
0.31 1.80 -0.28
0.52 0.06 0.33
-0.59 0.13 0.06
-0.49 0.25 -0.64
0.41 -0.25 0.49
-0.32 -0.25 -0.17
0.23 -0.57 0.07
0.71 1.57 0.45
1.45 -0.04 -0.77
-1.01 -0.02 -0.12
0.00 -0.05 0.22
-1.08 1.27 0.00
-1.19 -1.27 0.36
0.29 0.03 -0.66
-0.29 -0.71 0.36
0.22 -0.49 -0.33
0.13 0.73 -0.39
0.48 -0.66 0.76
0.23 0.16 -0.42
0.06 -0.44 0.23
0.49 -0.23 -0.18
-0.27 0.16 -0.17
-0.28 -0.17 0.29
0.17 -0.15 -0.10
-1.49 -0.24 0.70
0.61 -0.25 0.46
1.21 0.83 0.48
-2.08 -0.98 2.12
1.58 0.34 -0.81
-0.70 -0.21 -0.44
0.36 -0.09 0.36
-0.08 0.14 0.01
-0.27 0.08 -0.47
0.02 -0.08 -0.68
0.01 0.12 -0.53
-0.07 0.42 -0.03
0.05 0.35 -0.39
0.33 -0.99 -0.42
-0.08 -0.07 0.08
0.68 -0.06 -0.48
-0.17 0.20 -0.29
0.60 0.81 -0.90
-0.59 -0.11 0.68
-0.20 -1.44 -0.58
-0.33 -0.11 -0.07
0.60 -0.67 -0.79
0.56 0.90 1.59
-0.06 0.17 -0.24
0.24 -0.38 0.36
0.05 -0.11 0.29
0.09 1.14 -0.76
-0.40 -0.27 0.17
-0.17 0.05 -0.38
-0.38 0.57 0.57
-0.03 -0.25 0.14
0.03 0.64 0.05
0.13 -0.24 0.65
-0.35 -0.10 -0.50
-1.12 1.08 -1.14
0.81 -0.85 0.23
-0.26 -0.51 0.17
-0.99 -0.13 0.31
0.68 -0.22 0.38
-0.40 0.62 0.21
0.97 -0.46 0.23
-0.24 -0.27 -0.27
0.49 0.46 0.44
-0.01 0.59 0.23
0.10 0.37 0.48
0.16 -0.20 -0.51
-0.21 -0.67 0.59
0.22 0.17 -0.32
0.08 -0.20 -0.66
-0.99 0.72 0.42
0.53 -0.56 -0.93
-1.39 0.71 1.17
0.81 0.87 -0.26
0.40 -0.99 0.53
-0.45 -0.31 0.33
0.27 0.87 -1.07
-0.53 -0.64 -0.81
-0.09 -0.85 -0.46
-0.05 0.76 -0.01
-0.14 -0.07 -0.07
-0.34 0.25 0.21
0.12 -0.49 -0.03
0.31 0.51 0.10
0.39 -0.87 -0.07
-0.25 0.47 -0.08
0.74 -0.11 0.75
-0.26 -0.01 -0.21
0.21 -0.40 0.22
-0.27 0.18 1.30
0.15 -1.37 0.48
0.92 -0.97 -0.64
-0.38 1.46 -1.96
1.67 -0.29 0.53
-0.16 -0.46 -0.56
0.05 0.27 -0.18
0.15 -0.10 0.16
0.23 0.49 0.21
-0.40 0.16 0.25
-0.34 -0.27 -0.21
0.19 0.27 0.08
-0.20 -0.28 -0.10
-0.45 0.42 0.80
-0.85 0.09 -0.10
-0.07 -0.30 -0.20
-0.29 0.72 0.19

The following is a DFT calculation (ωB97M-V with the def2-TZVPD basis set) of C46H26FeN10O2 as an isolated structure in a non-equilibrium geometry.

## Properties
Charge   -1
Multiplicity   2
Strongest force on any atom   1.3 eV/Å
E_HOMO (spin up / spin down)   -0.1320 / -0.1316 Ha
HOMO-LUMO gap (spin up / spin down)   5.00 / 4.97 eV

CARTESIAN COORDINATES (ANGSTROEM)
Fe1 0.2318 -0.5421 -0.1091
C1 5.4176 -1.5936 3.7741
C2 6.1519 -0.8660 2.8132
C3 5.5827 -0.4810 1.6171
C4 4.2504 -0.8360 1.3882
C5 3.3400 -0.5621 0.3188
N1 2.0837 -1.1303 0.6029
C6 2.2062 -1.7243 1.7906
N2 1.2961 -2.4843 2.4564
C7 0.0585 -2.4784 2.2082
C8 -0.8573 -3.3083 3.0269
C9 -0.6225 -4.2756 3.9821
C10 -1.7291 -4.8260 4.6215
C11 -3.0218 -4.4057 4.3069
C12 -3.2352 -3.4272 3.3417
C13 -2.1243 -2.8997 2.7151
C14 -1.9867 -1.8564 1.6684
N3 -3.0353 -1.2179 1.2781
C15 -2.9026 -0.4405 0.1861
N4 -2.0505 -0.6746 -0.7520
C16 -2.0662 0.4564 -1.6248
N5 -0.3880 1.3150 -2.5508
C17 0.9688 1.0154 -2.5470
N6 1.4854 0.4968 -1.4680
C18 2.8623 0.4570 -1.6492
N7 3.7306 0.0551 -0.7643
C19 3.1868 1.0121 -2.9301
C20 4.3912 1.2666 -3.5932
C21 4.3372 1.8790 -4.8267
C22 3.1055 2.2346 -5.4178
C23 1.9132 1.9797 -4.7743
C24 1.9632 1.3602 -3.5208
C25 -3.3284 1.2248 -1.3272
C26 -3.8605 2.3793 -1.8602
C27 -4.8408 3.0444 -1.1246
C28 -5.2355 2.5814 0.1273
C29 -4.6941 1.4125 0.6551
C30 -3.7605 0.7389 -0.1055
N8 -0.6624 -1.6753 1.3488
C31 3.5316 -1.5604 2.3283
C32 4.1059 -1.9496 3.5410
H1 5.8911 -1.8699 4.7088
H2 7.1805 -0.5983 3.0260
H3 6.1373 0.0843 0.8781
H4 0.3890 -4.5826 4.2170
H5 -1.5892 -5.5898 5.3761
H6 -3.8656 -4.8431 4.8263
H7 -4.2292 -3.0804 3.0878
H8 5.3362 0.9952 -3.1385
H9 5.2581 2.0978 -5.3547
H10 3.1024 2.7200 -6.3865
H11 0.9632 2.2571 -5.2164
H12 -3.5113 2.7733 -2.8068
H13 -5.2766 3.9552 -1.5159
H14 -5.9500 3.1519 0.7073
H15 -4.9727 1.0517 1.6381
H16 3.5298 -2.5037 4.2728
O1 0.2916 -1.8422 -1.4435
C33 -0.1817 -1.9877 -2.6560
C34 0.1170 -3.2297 -3.2622
C35 -0.2907 -3.5594 -4.5354
C36 -1.0299 -2.6544 -5.2952
C37 -1.3322 -1.4329 -4.7270
C38 -0.9399 -1.0606 -3.4354
C39 -1.4067 0.3052 -3.0045
N9 -0.8470 1.1973 -1.2024
N10 -0.9233 2.3457 -0.4075
C40 -0.4906 2.0247 0.7867
O2 0.0824 0.9393 1.1612
C41 -0.7413 3.0323 1.8678
C42 -0.7894 2.5912 3.1838
C43 -1.1480 3.4656 4.2035
C44 -1.4450 4.7886 3.9104
C45 -1.3758 5.2370 2.5945
C46 -1.0309 4.3624 1.5753
H17 0.6941 -3.9225 -2.6610
H18 -0.0317 -4.5306 -4.9432
H19 -1.3566 -2.8942 -6.2988
H20 -1.9105 -0.7176 -5.3052
H21 -2.0064 0.7410 -3.7998
H22 -0.5570 1.5543 3.3898
H23 -1.2034 3.1096 5.2254
H24 -1.7347 5.4690 4.7024
H25 -1.6063 6.2702 2.3628
H26 -0.9976 4.6856 0.5429

Force components x, y, z for each atom (eV/Å):
0.72 0.79 -0.79
-0.05 -0.03 0.01
-0.08 0.01 -0.10
0.14 -0.05 0.08
-0.10 0.05 -0.13
0.22 -0.18 -0.07
-0.38 0.65 0.78
0.07 -0.13 -0.09
1.32 -0.15 0.20
-1.02 0.15 -0.03
0.34 -0.02 -0.07
0.08 -0.12 0.14
0.07 0.03 -0.06
0.01 0.07 -0.06
-0.18 -0.02 0.04
-0.25 0.23 -0.19
0.53 -0.22 0.30
-0.55 0.25 -0.06
-0.55 0.01 -0.01
0.01 0.04 0.09
-0.01 0.45 -0.24
-0.13 0.62 -0.12
0.04 0.14 -0.31
0.19 -0.52 0.13
0.08 0.12 -0.28
-0.09 -0.03 0.09
-0.06 0.04 0.10
0.06 0.01 -0.02
-0.07 -0.03 0.03
-0.02 -0.01 0.02
-0.01 -0.01 0.04
-0.20 0.10 -0.22
0.30 0.10 -0.07
-0.09 -0.01 -0.07
0.04 -0.07 -0.03
0.05 -0.05 -0.02
-0.14 -0.02 0.06
0.07 -0.17 0.21
-0.43 -0.32 -0.03
-0.08 -0.22 0.35
0.05 -0.05 0.03
0.01 0.01 -0.02
-0.01 -0.01 0.01
-0.03 -0.01 0.03
-0.03 0.01 0.01
0.01 -0.01 0.00
0.01 -0.01 -0.02
0.03 -0.01 0.01
-0.03 0.01 0.00
-0.02 -0.01 -0.01
0.00 -0.02 0.02
0.04 0.00 0.00
0.03 0.05 0.04
0.01 0.01 0.00
-0.04 -0.03 -0.03
0.00 0.00 -0.05
0.01 0.02 -0.04
0.06 -0.53 -0.21
0.01 0.21 0.23
0.00 -0.09 -0.14
0.01 0.03 0.04
0.04 -0.02 0.06
0.01 0.00 0.01
-0.03 -0.02 0.02
-0.06 -0.15 -0.04
0.17 -0.74 0.38
-0.25 -0.23 0.01
0.24 0.29 0.20
-0.01 -0.18 -0.04
-0.07 -0.03 -0.07
0.01 0.03 0.13
0.03 -0.03 -0.07
0.02 0.00 -0.07
0.01 -0.02 0.02
-0.02 -0.01 0.00
-0.03 0.02 -0.03
0.00 0.02 0.01
0.01 0.00 0.01
0.03 0.00 0.03
-0.04 -0.02 -0.07
-0.01 0.02 0.00
0.02 0.00 -0.02
0.02 0.00 -0.01
0.02 -0.01 0.00
-0.03 0.00 0.02